C22H29N5O3 | wB97M-V/def2-TZVPD

Structure (XYZ):
```
59
C22H29N5O3, DFT wB97M-V/def2-TZVPD
C 4.431 0.828 6.351
C 4.797 0.259 4.987
C 4.532 1.274 3.871
O 3.168 1.625 3.764
C 2.289 0.771 3.182
C 0.953 1.179 3.209
C -0.034 0.408 2.639
C 0.298 -0.801 2.038
C 1.619 -1.216 2.001
C 2.612 -0.435 2.565
H 3.631 -0.782 2.512
H 1.880 -2.147 1.524
N -0.721 -1.603 1.455
C -0.625 -2.155 0.191
O 0.360 -2.161 -0.500
C -2.003 -2.731 -0.163
N -2.796 -1.914 -1.062
C -3.004 -0.525 -0.693
C -1.903 0.433 -1.158
H -2.182 1.457 -0.906
H -0.954 0.222 -0.664
C -1.698 0.301 -2.668
C -0.589 1.186 -3.117
N 0.386 1.620 -2.371
N 1.204 2.364 -3.133
C 0.720 2.375 -4.335
N -0.424 1.637 -4.402
C -1.283 1.481 -5.545
C -2.295 2.622 -5.638
H -2.930 2.484 -6.509
H -2.921 2.650 -4.749
H -1.782 3.577 -5.726
H -0.656 1.465 -6.442
H -1.802 0.522 -5.470
H 1.149 2.881 -5.175
C -1.386 -1.168 -2.991
C -2.528 -2.051 -2.477
H -3.453 -1.778 -3.000
H -2.316 -3.100 -2.695
H -0.449 -1.447 -2.508
H -1.271 -1.316 -4.067
H -2.624 0.589 -3.184
H -3.952 -0.222 -1.154
H -3.126 -0.451 0.389
C -2.680 -2.853 1.202
C -1.909 -1.909 2.101
O -2.227 -1.517 3.190
H -2.583 -3.861 1.609
H -3.739 -2.602 1.173
H -1.871 -3.701 -0.651
H -1.061 0.734 2.665
H 0.716 2.119 3.681
H 5.036 2.216 4.107
H 4.916 0.909 2.911
H 4.211 -0.644 4.804
H 5.855 -0.011 4.962
H 3.389 1.140 6.357
H 5.049 1.692 6.583
H 4.574 0.081 7.128
```

- SMILES string: CCCOc1ccc(N2C(=O)C[C@@H](N3CCC(c4nncn4CC)CC3)C2=O)cc1
- HOMO-LUMO gap: 8.9 eV

Results of the natural (NBO) charge analysis, in e, for atoms 1 through 2: C -0.6078; C -0.4263